1.
{
  "formula": "C4H6O2",
  "method": "ωB97M-V/def2-TZVPD",
  "relative_energy_kcal_mol": 96.68,
  "gap_ev": 10.94,
  "smiles": "C1OC[C@H]2O[C@@H]12",
  "species": ["O", "H", "C", "H", "H", "O", "C", "H", "H", "C", "C", "H"],
  "positions_angstrom": [[1.33, -0.13, -1.10], [1.45, 1.59, 0.42], [-0.60, -1.15, -0.09], [-0.72, -1.95, -0.68], [-0.82, 1.39, 1.04], [-1.28, -0.06, -0.70], [0.78, 0.72, 0.10], [-1.21, -1.58, 0.81], [1.80, -1.21, 0.75], [0.83, -0.71, 0.27], [-0.56, 1.07, -0.11], [-0.99, 2.01, -0.72]]
}

2.
{
  "formula": "C4H6O2",
  "method": "ωB97M-V/def2-TZVPD",
  "relative_energy_kcal_mol": 56.97,
  "gap_ev": 10.93,
  "species": ["H", "H", "O", "H", "O", "H", "C", "C", "H", "C", "H", "C"],
  "positions_angstrom": [[1.14, -1.12, 1.69], [1.93, 0.42, -0.56], [-2.08, 2.33, 0.74], [-0.67, -0.53, -1.94], [-0.35, 0.17, 2.16], [1.41, -1.34, -0.86], [0.07, -0.82, 1.61], [1.20, -0.27, -0.97], [-0.56, -1.49, 1.00], [-2.08, 1.26, 0.34], [-0.13, 1.22, -1.66], [0.08, 0.16, -1.55]]
}

3.
{
  "formula": "C4H6O2",
  "method": "ωB97M-V/def2-TZVPD",
  "relative_energy_kcal_mol": 116.38,
  "gap_ev": 8.30,
  "species": ["O", "C", "C", "H", "C", "H", "C", "H", "H", "H", "O", "H"],
  "positions_angstrom": [[-0.73, 0.87, 0.93], [-0.50, -0.46, -0.75], [-1.58, -0.13, 0.29], [1.53, 0.95, -0.86], [0.37, 0.54, 0.09], [-1.81, -0.95, 0.98], [1.65, 0.20, 0.62], [-2.52, 0.31, -0.09], [-0.16, -1.50, -0.79], [-0.74, -0.12, -1.77], [2.56, 0.40, -0.28], [1.93, -0.12, 1.63]]
}

4.
{
  "formula": "C4H6O2",
  "method": "ωB97M-V/def2-TZVPD",
  "relative_energy_kcal_mol": 19.71,
  "gap_ev": 10.71,
  "smiles": "C=COC(C)=O",
  "species": ["C", "C", "H", "H", "O", "H", "C", "H", "C", "O", "H", "H"],
  "positions_angstrom": [[-1.33, -0.49, 1.70], [1.62, 0.28, -1.35], [1.22, 0.24, -2.37], [2.06, -0.70, -1.12], [-0.51, -0.31, -0.56], [-2.48, -0.57, -0.09], [-1.51, -0.44, 0.39], [2.38, 1.05, -1.26], [0.52, 0.56, -0.36], [0.55, 1.40, 0.50], [-0.35, -0.36, 2.15], [-2.18, -0.65, 2.35]]
}

5.
{
  "formula": "C4H6O2",
  "method": "ωB97M-V/def2-TZVPD",
  "relative_energy_kcal_mol": 58.07,
  "gap_ev": 9.93,
  "species": ["O", "O", "C", "H", "H", "C", "H", "H", "C", "H", "H", "C"],
  "positions_angstrom": [[-1.57, 1.52, -0.54], [1.54, -1.11, 1.46], [0.65, -0.29, 0.90], [-1.42, -1.08, 1.01], [-0.48, -0.38, -3.06], [0.57, 1.03, 0.64], [-0.63, -1.34, -0.58], [1.20, 1.89, 0.82], [-0.75, 0.83, 0.01], [-0.74, 0.23, -2.72], [2.30, -0.60, 1.76], [-0.67, -0.70, 0.30]]
}

6.
{
  "formula": "C4H6O2",
  "method": "ωB97M-V/def2-TZVPD",
  "relative_energy_kcal_mol": 11.88,
  "gap_ev": 11.39,
  "species": ["O", "H", "C", "H", "H", "O", "H", "C", "H", "H", "C", "C"],
  "positions_angstrom": [[-0.39, 2.82, -0.65], [1.70, -1.35, 1.04], [0.63, -1.23, 0.85], [0.16, -0.88, 1.78], [-1.65, 0.27, 0.39], [0.97, 1.05, -0.09], [0.80, -0.67, -1.22], [-0.99, 0.37, -0.48], [0.21, -2.21, 0.59], [-1.55, 0.17, -1.39], [0.39, -0.27, -0.29], [-0.20, 1.66, -0.44]]
}

7.
{
  "formula": "C4H6O2",
  "method": "ωB97M-V/def2-TZVPD",
  "relative_energy_kcal_mol": 101.03,
  "gap_ev": 9.74,
  "smiles": "C1=COCOC1",
  "species": ["C", "O", "H", "H", "C", "H", "H", "H", "O", "C", "C", "H"],
  "positions_angstrom": [[1.36, 0.05, -0.09], [-0.99, 1.08, 0.19], [0.90, 2.10, 0.75], [1.51, -1.70, -0.69], [0.56, 1.32, -0.08], [-2.14, -0.52, 0.42], [2.32, 0.35, -0.10], [0.66, 2.06, -1.12], [-0.45, -1.36, -0.32], [-1.18, -0.24, 0.51], [0.75, -1.03, -0.28], [-0.66, -0.62, 1.40]]
}

8.
{
  "formula": "C4H6O2S",
  "method": "ωB97M-V/def2-TZVPD",
  "relative_energy_kcal_mol": 43.99,
  "gap_ev": 9.40,
  "smiles": "O[C@@H]1[C@H]2OCS[C@@H]12",
  "species": ["H", "H", "C", "H", "O", "C", "H", "H", "H", "S", "C", "O", "C"],
  "positions_angstrom": [[3.10, -0.07, -0.75], [0.48, -1.50, 1.31], [0.26, 0.60, 0.38], [0.98, -0.27, -1.48], [2.53, -0.49, -0.09], [1.20, -0.27, -0.42], [0.78, 1.25, 1.08], [-2.71, 0.69, -0.88], [-2.47, 0.58, 0.89], [-1.48, -1.32, -0.16], [-1.99, 0.44, -0.11], [-0.80, 1.22, -0.22], [0.13, -0.86, 0.47]]
}

9.
{
  "formula": "C4H6O2S",
  "method": "ωB97M-V/def2-TZVPD",
  "relative_energy_kcal_mol": 38.90,
  "gap_ev": 8.89,
  "species": ["O", "S", "H", "O", "H", "H", "C", "H", "C", "C", "H", "C", "H"],
  "positions_angstrom": [[-3.04, -1.20, -0.68], [0.41, 2.45, -0.35], [2.05, 0.30, 0.32], [-2.03, 0.22, -2.16], [0.27, -1.04, -0.60], [-0.65, -1.02, 0.91], [0.35, -1.04, 0.48], [1.43, 0.09, 1.98], [-2.53, -0.48, -1.42], [1.14, 0.21, 0.93], [0.86, -1.94, 0.80], [0.19, 1.34, 0.84], [1.55, 2.11, -1.03]]
}

10.
{
  "formula": "C4H6O3Ru",
  "method": "ωB97M-V/def2-TZVPD",
  "multiplicity": 6,
  "charge": 1,
  "relative_energy_kcal_mol": 0.00,
  "gap_ev": [8.79, 5.88],
  "species": ["O", "C", "Ru", "H", "C", "O", "H", "H", "O", "H", "C", "H", "C", "H"],
  "positions_angstrom": [[0.35, -0.15, -0.54], [-0.51, 2.07, -1.02], [-0.44, -1.75, 0.59], [0.94, 3.55, -0.58], [-0.12, 3.29, -0.66], [2.04, -0.16, 0.94], [-2.69, -2.87, 0.68], [-0.84, 4.06, -0.37], [-1.75, -3.00, 0.68], [1.47, 1.32, -1.41], [0.84, -0.14, 0.84], [0.15, 0.58, -2.40], [0.42, 0.97, -1.42], [-1.57, 1.80, -0.96]]
}